{
  "formula": "C3H9NP2",
  "method": "ωB97M-V/def2-TZVPD",
  "homo_ev": -7.70,
  "de_lowest_ev": 3.159,
  "energy_ha": -857.02808,
  "total_charge": 0,
  "multiplicity": 1,
  "species": ["C", "C", "C", "N", "P", "P", "H", "H", "H", "H", "H", "H", "H", "H", "H"],
  "xyz": [[-1.85512, -0.89601, -0.47451], [2.71047, -0.92722, -0.39553], [0.01122, 1.32184, 0.10102], [0.45197, -0.89232, 1.11342], [-0.98367, 0.01758, 0.81433], [1.62023, 0.08057, 0.40072], [-2.89145, -1.05424, 0.00521], [-2.10936, -0.34335, -1.37299], [2.45119, -1.74651, -1.06404], [3.59682, -0.41824, -0.84082], [-0.44078, 1.85068, -0.78426], [0.01941, 2.08777, 0.83063], [-1.09796, -1.68603, -0.68644], [-1.78318, 0.15396, 2.01014], [2.16613, 1.00100, 1.23522]],
  "forces_ev_per_angstrom": [[-1.79, 0.33, 1.21], [0.91, 1.91, -0.80], [-1.39, 0.77, -1.29], [-1.71, 1.26, 0.27], [4.35, -1.96, -0.42], [-2.79, -2.49, -0.38], [1.56, -1.08, -0.92], [0.43, 0.37, -0.06], [-0.68, 0.12, 0.48], [-0.40, -0.23, 0.77], [0.68, -0.81, 0.42], [0.67, 1.12, 1.00], [-1.31, -0.05, 0.25], [0.26, 0.21, -0.92], [1.21, 0.53, 0.39]]
}

---

{
  "formula": "C32H71BrN3O7",
  "method": "ωB97M-V/def2-TZVPD",
  "homo_ev": -11.37,
  "energy_ha": -4526.56866,
  "total_charge": 1,
  "multiplicity": 1,
  "species": ["C", "C", "C", "Br", "N", "C", "C", "C", "C", "C", "C", "C", "N", "C", "C", "C", "C", "O", "N", "H", "H", "H", "H", "H", "H", "H", "H", "H", "H", "H", "H", "H", "H", "H", "H", "H", "H", "H", "H", "H", "H", "H", "C", "C", "C", "O", "H", "H", "H", "H", "H", "H", "H", "H", "C", "C", "C", "O", "H", "H", "H", "H", "H", "H", "H", "H", "C", "C", "C", "O", "H", "H", "H", "H", "H", "H", "H", "H", "C", "C", "C", "O", "H", "H", "H", "H", "H", "H", "H", "H", "C", "C", "C", "O", "H", "H", "H", "H", "H", "H", "H", "H", "C", "C", "C", "O", "H", "H", "H", "H", "H", "H", "H", "H"],
  "xyz": [[-3.13071, 0.46989, 3.56149], [-3.09435, 1.48283, 2.42305], [-1.89239, 1.37932, 1.49735], [-0.33971, 2.18247, 2.29575], [-1.61334, -0.05084, 1.13750], [-2.63976, -0.80501, 0.75698], [-2.42823, -2.11650, 0.42544], [-1.15306, -2.63860, 0.46506], [-0.93547, -4.07121, 0.11500], [-0.12191, -1.75474, 0.84657], [1.32702, -2.14216, 0.93979], [1.78601, -2.31758, 2.39568], [1.87621, -1.04593, 3.12133], [1.74400, -1.27907, 4.57773], [0.27170, -1.28237, 4.97717], [3.12509, -0.38746, 2.81079], [3.12750, 0.54915, 1.63352], [4.10531, -0.56669, 3.48969], [-0.37967, -0.49367, 1.16954], [-2.14613, 0.33091, 4.00434], [-3.49322, -0.50590, 3.23112], [-3.83637, 0.80108, 4.31940], [-4.00927, 1.47812, 1.82770], [-3.04761, 2.48531, 2.84499], [-2.06565, 1.91033, 0.56551], [-3.61975, -0.35328, 0.73389], [-3.26351, -2.74062, 0.13814], [-1.28743, -4.70472, 0.93163], [0.09611, -4.32628, -0.09984], [-1.51461, -4.33516, -0.76935], [1.91318, -1.35234, 0.47356], [1.52135, -3.05018, 0.37522], [2.75836, -2.82363, 2.39681], [1.09465, -2.96760, 2.93200], [2.27673, -0.48463, 5.09230], [2.22088, -2.22093, 4.86243], [0.10194, -1.89745, 5.85868], [-0.07251, -0.27063, 5.18321], [-0.33681, -1.69303, 4.16793], [2.16659, 0.57735, 1.13409], [3.38030, 1.55035, 1.97875], [3.89808, 0.23659, 0.92829], [4.61164, 4.53812, 2.69206], [3.84637, 5.23188, 1.57598], [3.17132, 6.50583, 2.05561], [2.88917, 4.34043, 0.99504], [3.92646, 4.25425, 3.49798], [5.09543, 3.63412, 2.31941], [5.37793, 5.18811, 3.11394], [4.53184, 5.46775, 0.76136], [2.44822, 6.27607, 2.84402], [2.63612, 6.98702, 1.23748], [3.89854, 7.21106, 2.45811], [2.25394, 4.11150, 1.68162], [2.18157, -7.02799, -1.75979], [0.89503, -6.77126, -2.52675], [0.98517, -7.24871, -3.96546], [0.54912, -5.37856, -2.47984], [3.01237, -6.48994, -2.22438], [2.09286, -6.68589, -0.72770], [2.42955, -8.08902, -1.74996], [0.06689, -7.27716, -2.02764], [1.78303, -6.71669, -4.49071], [0.05043, -7.06018, -4.49275], [1.20149, -8.31574, -4.01275], [1.25408, -4.89450, -2.92468], [-4.95057, 4.63242, -2.10418], [-3.77854, 4.32700, -1.19030], [-2.75163, 3.43869, -1.87818], [-4.24619, 3.72367, 0.02553], [-5.44915, 3.70630, -2.39345], [-5.67390, 5.26994, -1.59593], [-4.62275, 5.13685, -3.01372], [-3.29935, 5.25270, -0.87000], [-3.21136, 2.48817, -2.16782], [-1.90685, 3.23927, -1.21364], [-2.36326, 3.90950, -2.78136], [-4.71725, 2.92133, -0.22781], [7.71970, -0.64650, 3.63422], [8.30062, 0.59528, 4.28997], [7.98199, 0.64970, 5.77581], [7.82701, 1.77156, 3.63147], [6.63064, -0.64361, 3.72602], [7.96625, -0.66724, 2.57210], [8.09765, -1.55913, 4.09763], [9.38266, 0.61293, 4.15223], [6.89869, 0.67669, 5.92583], [8.40807, 1.54604, 6.22594], [8.37566, -0.22316, 6.29795], [6.86895, 1.78816, 3.73434], [-3.69961, -3.46294, -4.12556], [-4.13473, -2.03122, -3.86334], [-3.02230, -1.03526, -4.14414], [-4.60084, -1.88120, -2.51730], [-2.85523, -3.72606, -3.47935], [-4.51380, -4.15670, -3.91812], [-3.38413, -3.59687, -5.16012], [-5.00209, -1.79551, -4.48136], [-2.16363, -1.24017, -3.49509], [-3.36100, -0.01794, -3.94795], [-2.68445, -1.09620, -5.17890], [-3.85629, -2.08431, -1.94383], [-5.88119, 3.24240, -6.46758], [-4.70085, 2.93879, -5.56053], [-3.62309, 2.14349, -6.27847], [-5.13969, 2.25972, -4.37838], [-6.34711, 2.31220, -6.80444], [-6.63454, 3.82198, -5.93485], [-5.56873, 3.80385, -7.34822], [-4.27383, 3.87535, -5.19712], [-4.02205, 1.17994, -6.60953], [-2.78037, 1.95111, -5.61435], [-3.25685, 2.67796, -7.15515], [-5.53881, 1.42510, -4.64940]],
  "forces_ev_per_angstrom": [[-0.22, -0.17, -0.24], [-0.05, 0.26, 0.23], [0.20, 0.08, 0.10], [0.03, -0.02, 0.04], [0.11, -0.30, -0.22], [-0.23, 0.18, 0.10], [-0.04, -0.31, -0.16], [0.09, -0.22, -0.01], [0.02, -0.15, -0.07], [0.06, 0.23, 0.07], [-0.07, 0.15, -0.03], [0.01, 0.19, -0.24], [0.34, 0.08, 0.34], [-0.12, -0.11, -0.13], [0.10, -0.07, -0.12], [-0.02, -0.17, 0.15], [-0.04, -0.29, -0.17], [-0.16, 0.25, 0.00], [-0.04, 0.16, -0.09], [0.02, 0.08, 0.13], [0.09, -0.05, -0.01], [0.11, 0.06, 0.11], [-0.04, -0.11, 0.02], [-0.04, 0.07, -0.13], [-0.01, 0.03, -0.04], [0.03, 0.09, 0.02], [-0.08, 0.03, 0.01], [0.01, 0.00, 0.06], [-0.02, 0.02, 0.01], [-0.03, 0.00, -0.01], [0.00, -0.05, -0.04], [-0.04, -0.04, 0.06], [-0.01, -0.10, 0.00], [-0.09, 0.01, 0.00], [0.03, -0.03, 0.05], [0.10, 0.01, 0.03], [0.00, 0.06, 0.09], [-0.08, 0.03, -0.05], [-0.07, -0.02, 0.02], [-0.12, 0.14, 0.02], [0.05, 0.05, 0.01], [0.10, 0.09, 0.02], [-0.03, -0.09, -0.05], [0.03, 0.04, 0.16], [-0.06, -0.02, -0.08], [0.03, -0.10, -0.05], [0.01, 0.04, 0.02], [0.02, 0.02, -0.01], [0.00, 0.01, 0.01], [-0.01, -0.01, -0.04], [0.03, 0.01, 0.04], [0.01, 0.00, -0.01], [0.01, -0.01, 0.01], [-0.06, 0.06, 0.01], [-0.04, 0.09, 0.05], [0.12, -0.08, -0.07], [-0.07, 0.07, -0.02], [0.00, 0.06, 0.13], [0.01, -0.03, -0.03], [-0.01, -0.02, 0.00], [0.00, -0.01, -0.01], [-0.03, 0.02, 0.01], [0.03, -0.03, 0.01], [-0.01, -0.01, 0.01], [0.01, -0.01, 0.01], [-0.02, 0.00, -0.07], [-0.09, 0.08, 0.15], [-0.02, 0.02, -0.19], [0.00, -0.09, 0.18], [0.28, -0.26, 0.06], [0.02, -0.02, -0.09], [0.04, 0.03, 0.00], [0.02, -0.01, 0.00], [-0.01, 0.01, 0.04], [-0.02, 0.02, -0.06], [0.02, 0.05, -0.03], [-0.01, 0.01, -0.01], [-0.16, 0.09, -0.05], [-0.02, -0.01, -0.09], [-0.12, -0.09, 0.07], [0.02, 0.08, 0.00], [0.03, 0.01, 0.00], [0.00, -0.02, 0.04], [0.04, 0.00, 0.01], [0.03, 0.02, 0.02], [0.01, 0.04, -0.03], [-0.01, -0.05, 0.00], [0.01, 0.00, -0.01], [0.00, -0.01, -0.01], [-0.01, 0.01, -0.01], [-0.09, -0.02, 0.09], [0.17, -0.02, -0.08], [-0.05, 0.06, 0.05], [-0.08, 0.03, 0.07], [0.04, 0.01, -0.04], [-0.01, 0.01, -0.01], [0.01, 0.01, -0.01], [-0.04, 0.00, 0.01], [0.02, -0.04, -0.04], [-0.01, 0.03, -0.02], [0.01, -0.01, 0.00], [0.08, -0.04, -0.03], [-0.04, 0.02, 0.08], [-0.07, -0.02, -0.15], [0.02, -0.05, 0.10], [0.14, -0.09, 0.02], [0.02, -0.01, -0.04], [0.01, 0.01, 0.00], [0.01, -0.01, -0.01], [0.00, 0.01, 0.05], [-0.01, 0.02, -0.04], [0.02, 0.00, 0.01], [-0.02, 0.01, -0.01], [-0.05, 0.02, -0.02]]
}